Entry from the Open Molecules 2025 dataset: C40H34N2O2P2Re as an isolated structure (ωB97M-V with the def2-TZVPD basis set).

```
81
Properties=species:S:1:pos:R:3:forces:R:3:mulliken_spin:R:1
Re -0.014 -0.439 -0.320 0.7 0.6 0.0 0.940
P 3.374 -0.874 0.633 0.1 0.6 0.2 0.023
P 1.510 -2.133 0.686 0.2 0.0 0.2 -0.010
O -1.272 -1.847 -0.336 0.0 0.0 0.0 0.046
O 0.722 1.362 -0.211 -0.5 0.1 -0.1 0.008
N -1.642 0.889 -0.282 -0.3 -0.4 0.0 -0.004
N -1.384 2.259 -0.244 -0.4 -0.4 0.0 -0.008
C 0.461 3.778 -0.147 0.2 0.0 0.0 -0.010
C 1.716 -0.540 -1.614 -0.3 -0.4 0.3 -0.011
C 1.845 3.946 -0.143 0.0 0.0 0.0 0.003
C 7.333 -0.315 0.851 0.0 0.0 0.0 0.001
C 1.661 -6.082 -0.276 -0.1 0.0 0.0 0.001
C -4.815 -0.900 -0.026 -0.1 0.1 0.0 -0.003
C 5.956 -0.162 0.887 0.1 -0.1 -0.1 0.001
C 1.287 -4.866 0.276 0.0 0.0 0.0 0.005
C -2.643 -1.912 -0.297 0.4 0.2 0.0 0.028
C 0.654 -3.118 5.069 0.0 0.0 0.0 0.000
C 1.556 6.323 0.032 0.1 -0.1 0.0 0.002
C 1.958 -3.701 -0.098 -0.1 0.1 -0.2 -0.003
C -5.413 -2.140 -0.099 0.0 -0.1 0.0 -0.001
C 5.140 -1.276 0.661 -0.3 -0.3 0.0 0.001
C 2.391 5.217 -0.054 0.0 0.0 0.0 -0.002
C 0.175 6.159 0.021 0.0 0.1 0.0 -0.001
C 7.078 -2.663 0.386 0.0 -0.1 0.0 0.000
C 3.143 0.085 2.148 -0.1 -0.1 -0.1 -0.044
C 1.984 -3.440 3.094 0.0 0.0 -0.1 -0.001
C 2.965 -3.762 -1.065 -0.1 0.0 0.0 -0.008
C -0.136 -2.196 4.400 0.0 0.0 0.0 0.004
C 3.656 -0.541 3.291 0.0 0.0 0.1 0.003
C 2.622 1.137 4.668 0.0 0.0 0.0 0.000
C 1.189 -2.511 2.413 0.0 -0.1 0.0 0.005
C -0.374 4.894 -0.069 -0.1 0.0 0.0 0.001
C 2.686 -6.142 -1.209 0.0 -0.1 0.0 -0.001
C 3.395 -0.012 4.543 0.0 0.0 0.0 0.001
C 5.697 -2.524 0.406 0.0 -0.1 0.1 0.001
C 2.139 1.776 3.535 0.0 0.0 0.0 0.003
C 2.396 1.253 2.274 0.1 0.1 -0.2 0.020
C 0.131 -1.888 3.073 0.1 0.0 0.0 0.014
C -4.618 -3.261 -0.302 0.0 0.0 0.0 0.001
C 1.715 -3.740 4.417 0.0 0.0 0.0 0.000
C 7.893 -1.565 0.610 0.0 0.1 0.0 0.000
C -2.886 0.565 -0.143 -0.2 0.2 0.0 -0.019
C 3.331 -4.981 -1.614 0.0 0.1 0.0 0.001
C 3.038 -0.085 -0.982 -0.1 0.1 0.0 0.008
C -3.236 -3.146 -0.397 0.0 -0.4 0.0 -0.013
C -3.427 -0.763 -0.145 0.1 0.2 0.0 0.015
C -0.126 2.439 -0.214 0.7 -0.1 0.1 0.025
H -1.447 4.755 -0.080 0.1 0.0 0.0 0.000
H 4.122 -5.024 -2.352 0.0 0.0 0.0 0.000
H 2.806 -3.931 2.586 0.0 0.0 0.0 0.001
H -2.604 -4.013 -0.543 -0.1 0.0 0.0 -0.002
H -0.472 7.025 0.079 0.0 -0.1 0.0 0.000
H 5.531 0.812 1.094 0.0 0.0 0.0 -0.001
H 0.484 -4.824 1.001 0.0 0.0 0.0 0.002
H 4.266 -1.433 3.205 0.0 0.0 0.0 0.000
H 1.496 0.071 -2.486 0.0 0.1 0.0 -0.012
H 1.152 -6.986 0.032 0.0 0.0 0.0 0.000
H 7.967 0.545 1.020 0.0 0.0 0.0 0.000
H -5.075 -4.240 -0.375 0.0 0.0 0.0 0.000
H 0.446 -3.358 6.105 0.0 0.0 -0.1 0.000
H 3.877 -0.367 -1.622 0.1 0.0 0.0 -0.005
H 3.466 5.348 -0.061 0.0 0.0 0.0 0.000
H 1.982 7.315 0.100 0.0 0.0 0.0 0.000
H 7.515 -3.634 0.192 0.0 0.0 0.0 0.000
H 3.804 -0.493 5.423 0.0 0.0 0.0 0.000
H -0.962 -1.717 4.909 0.0 0.0 0.0 0.000
H 3.087 0.996 -0.850 -0.1 0.0 0.0 -0.010
H 2.047 1.781 1.396 0.0 -0.2 0.2 0.008
H 2.413 1.543 5.651 0.0 0.0 0.0 0.000
H -5.418 -0.012 0.130 0.0 0.0 -0.1 -0.001
H -0.486 -1.169 2.553 0.0 0.1 0.0 -0.008
H -3.577 1.399 -0.036 0.0 0.0 0.0 -0.003
H 2.330 -4.460 4.941 0.0 0.0 0.0 0.000
H 8.969 -1.681 0.606 0.0 0.0 0.0 0.000
H 2.497 3.085 -0.221 0.0 0.1 0.0 0.002
H 3.470 -2.862 -1.395 0.1 0.0 0.0 -0.004
H 5.073 -3.391 0.238 0.0 0.0 0.0 -0.001
H -6.486 -2.238 -0.006 0.0 0.0 0.0 0.000
H 1.800 -1.576 -1.953 0.0 0.1 -0.2 0.013
H 1.566 2.691 3.625 0.0 0.0 0.0 0.000
H 2.979 -7.095 -1.631 0.0 0.0 0.0 0.000
```
Forces are in eV/Å.

Summary:
Kohn-Sham gap (spin up / spin down): 6.319 / 6.715 eV
calculated total energy: -2565.11918 Eh
charge: +2
spin multiplicity: 2